{"formula": "C4H12S2", "method": "the ωB97M-V functional and the def2-TZVPD basis", "orbital_gap_ha": 0.33847, "charge": 0, "smiles": "CSC.CSC", "e_lumo_ev": 1.00, "max_force_ev_per_a": 0.977, "total_energy_ha": -955.941472, "species": ["C", "S", "C", "H", "H", "H", "H", "H", "H", "C", "S", "C", "H", "H", "H", "H", "H", "H"], "positions_angstrom": [[-3.748, -0.795, 0.306], [-2.775, 0.742, 0.138], [-1.577, 0.321, -1.159], [-3.207, -1.611, -0.169], [-4.723, -0.654, -0.157], [-3.843, -1.013, 1.366], [-1.497, -0.741, -1.345], [-1.838, 0.844, -2.065], [-0.621, 0.725, -0.841], [3.384, 0.969, 0.821], [2.169, -0.032, -0.090], [2.927, -1.669, 0.060], [3.875, 1.692, 0.187], [4.088, 0.311, 1.305], [2.817, 1.441, 1.618], [2.822, -2.012, 1.087], [2.526, -2.395, -0.642], [3.990, -1.569, -0.127]], "forces_ev_per_angstrom": [[0.26, 0.42, -0.14], [0.01, -0.38, 0.15], [-0.03, 0.70, 0.19], [-0.09, -0.01, -0.01], [-0.01, -0.22, 0.06], [-0.14, -0.02, -0.01], [-0.01, -0.20, 0.11], [-0.19, -0.07, -0.43], [0.17, -0.23, 0.08], [-0.82, -0.39, 0.35], [-0.01, -0.11, -0.40], [0.43, 0.27, 0.47], [0.13, 0.11, -0.11], [0.37, -0.14, -0.03], [0.17, 0.38, 0.00], [-0.16, -0.25, -0.04], [-0.27, 0.17, 0.00], [0.20, -0.05, -0.22]]}